The following is a quantum chemistry calculation of a molecular structure, C17H27ClN2SW at a distorted geometry, from the Open Molecules 2025 dataset.

Last column: Löwdin charge in e.
CARTESIAN COORDINATES (ANGSTROEM)
C1 0.26156 0.81067 -6.68159  -0.959
C2 1.64184 1.37320 -7.04723  -0.117
C3 0.03654 -0.53184 -7.38996  -0.119
C4 -0.83264 1.80757 -7.08689  -0.117
Cl1 0.18784 0.54832 -4.90283  0.560
H1 0.07804 -0.40070 -8.47897  0.096
H2 -0.94524 -0.94640 -7.13757  0.079
H3 0.80802 -1.25619 -7.10803  0.080
H4 1.71216 1.53572 -8.13071  0.097
H5 2.43718 0.67773 -6.75888  0.080
H6 1.81648 2.33398 -6.55120  0.081
H7 -0.80863 1.97939 -8.17099  0.097
H8 -0.68618 2.77277 -6.59034  0.081
H9 -1.82598 1.42530 -6.82887  0.080
C5 1.69690 -1.46309 1.12162  -0.247
C6 0.87697 -2.28520 0.25785  -0.199
C7 0.98378 -1.74212 -1.08242  -0.129
H10 0.40336 -3.22542 0.53406  0.139
C8 1.94254 -0.67706 -1.05708  -0.055
C9 2.39025 -0.51144 0.28481  -0.113
H11 3.16540 0.17493 0.62139  0.136
H12 1.90415 -1.68507 2.16146  0.124
H13 0.48859 -2.14393 -1.96449  0.134
H14 2.28329 -0.12442 -1.92898  0.134
C10 -2.18566 0.98388 0.53212  -0.125
C11 -2.14469 -0.23364 1.30851  -0.259
C12 -2.06571 -1.34135 0.38388  -0.185
H15 -2.38100 -0.32805 2.35907  0.121
C13 -1.91795 -0.78202 -0.94347  -0.131
C14 -2.03322 0.64619 -0.84281  -0.062
H16 -2.03136 1.33500 -1.68380  0.140
H17 -2.36327 1.97920 0.93081  0.136
H18 -2.22784 -2.38989 0.62658  0.141
H19 -1.83650 -1.35706 -1.86346  0.137
W1 -0.11670 -0.30418 0.46852  1.348
C15 1.14919 1.09223 6.00670  -0.038
N1 0.27996 1.42950 4.86515  -0.048
C16 0.14266 0.56362 3.80734  -0.687
S1 0.50426 1.23101 2.24067  0.754
N2 -0.28147 -0.67471 4.05848  -0.011
C17 -0.90260 -1.06595 5.32314  -0.029
H20 1.09231 0.02238 6.25485  0.082
H21 0.77651 1.67699 6.85576  0.107
H22 2.19591 1.37677 5.80342  0.108
H23 0.39804 2.40420 4.56360  0.132
H24 -0.39694 -1.30383 3.26374  0.114
H25 -1.83903 -1.58993 5.10494  0.105
H26 -0.24042 -1.76304 5.84523  0.104
H27 -1.10142 -0.19789 5.95645  0.101

F_max (eV/Å): 2.3
HOMO energy (spin up / spin down) (eV): -14.769 / -14.769
⟨S²⟩: 2.02
Energy (eV): -46215.2827
Total charge: +2
2S+1: 3

---

The following is a quantum chemistry calculation of a molecular structure, C17H27FMnNO2P2 at a distorted geometry, from the Open Molecules 2025 dataset.

Last column: Löwdin charge in e.
CARTESIAN COORDINATES (ANGSTROEM)
Mn1 -0.43815 -0.40584 0.38846  0.383
P1 1.89943 -0.58122 0.22226  0.851
C1 2.16681 -1.33945 -1.43509  -0.148
C2 1.00899 -1.36626 -2.25730  -0.329
N1 -0.20280 -0.91420 -1.74186  0.010
C3 -1.35991 -1.24420 -2.35357  -0.317
C4 -1.40119 -2.16703 -3.39442  0.000
C5 -0.19749 -2.59116 -3.97300  -0.019
C6 0.99353 -2.08708 -3.48263  0.004
C7 -2.63729 -0.70719 -1.73966  -0.260
P2 -2.25927 0.80907 -0.71783  0.869
H1 1.96129 -2.33044 -3.91875  0.127
H2 -2.36598 -2.58999 -3.67902  0.130
H3 -0.19986 -3.32394 -4.77767  0.125
H4 -3.39956 -0.44221 -2.49490  0.107
H5 -3.08892 -1.45881 -1.06375  0.103
H6 2.92988 1.48851 -2.43296  0.017
H7 3.05333 -1.02441 -2.02708  0.104
H8 0.78959 3.17943 -1.69971  0.045
O1 3.47641 2.01098 -3.07925  -0.071
H9 2.82340 2.23595 -3.76618  0.048
H10 -0.40391 0.80794 -0.28511  -0.031
O2 0.57521 4.16536 -1.59229  -0.101
H11 0.57718 4.26023 -0.59772  0.053
C8 -2.51046 2.06664 -2.00525  -0.224
H12 -3.59143 2.13757 -2.22014  0.062
H13 -2.10848 3.03130 -1.66723  0.048
H14 -1.97410 1.77650 -2.91654  0.058
C9 -3.74812 0.99979 0.30909  -0.236
H15 -3.53514 1.71646 1.11168  0.053
H16 -4.58101 1.37451 -0.30673  0.055
H17 -4.03038 0.03530 0.75500  0.054
C10 2.01745 -2.25354 0.91827  -0.249
H18 3.06504 -2.53412 0.78385  0.059
H19 1.67770 -2.32992 1.94703  0.050
H20 1.41118 -2.88803 0.26148  0.049
C11 3.34580 0.35339 0.80683  -0.226
H21 3.17551 0.74276 1.82232  0.053
H22 4.20632 -0.33081 0.82310  0.057
H23 3.56431 1.20554 0.14408  0.052
F1 -0.00877 2.83094 5.59652  0.041
C12 -0.05258 2.30058 4.33085  -0.254
C13 0.80688 2.80214 3.35281  -0.003
C14 0.75064 2.21305 2.07141  -0.142
C15 -0.13623 1.16132 1.79297  -0.287
C16 -0.99942 0.72222 2.79478  -0.170
C17 -0.96987 1.28270 4.07668  -0.009
H24 1.50618 3.61005 3.59538  0.124
H25 1.43001 2.60822 1.30775  0.084
H26 -1.69616 -0.09560 2.57123  0.081
H27 -1.61320 0.88240 4.85929  0.121

F_max (eV/Å): 3.7
HOMO energy (spin up / spin down) (eV): -9.422 / -11.308
⟨S²⟩: 8.88
Energy (eV): -76256.0437
Total charge: +1
2S+1: 6

---

The following is a quantum chemistry calculation of 2 unconnected molecules or ions with the total composition C17H27N2O at a distorted geometry, from the Open Molecules 2025 dataset.

Last column: Löwdin charge in e.
CARTESIAN COORDINATES (ANGSTROEM)
C1 -1.18511 -1.50800 1.39870  -0.136
C2 0.32830 -1.48909 1.42728  -0.145
N1 0.87291 -0.06285 1.45014  -0.153
C3 0.26349 0.63868 2.67756  -0.137
C4 -1.24777 0.63804 2.64232  -0.138
C5 -1.74758 -0.07862 1.38144  -0.293
C6 -1.16495 0.65503 0.16538  -0.134
C7 0.34775 0.65387 0.21517  -0.149
H1 -1.51990 -2.04357 0.50988  0.120
H2 -1.55982 -2.03057 2.28065  0.120
H3 0.70952 -2.00010 2.32211  0.106
H4 0.75620 -1.99087 0.54774  0.124
H5 0.63606 0.12175 3.57234  0.120
H6 0.65558 1.66346 2.69372  0.124
H7 -1.63528 0.13373 3.52863  0.121
H8 -1.60937 1.66730 2.64598  0.121
H9 -2.84155 -0.08973 1.34554  0.148
H10 -1.48837 0.16086 -0.75008  0.120
H11 -1.52063 1.68556 0.15514  0.120
H12 0.75174 1.67482 0.23587  0.126
H13 0.77794 0.15816 -0.66602  0.115
C8 4.76837 2.48707 -4.36331  -0.052
O1 4.82470 3.00426 -3.01859  -0.073
C9 4.43203 2.19048 -1.99719  -0.248
C10 4.50744 2.72438 -0.69575  0.017
C11 4.03782 2.00288 0.38328  -0.005
C12 3.46991 0.71038 0.20943  -0.221
C13 3.12338 -0.08125 1.38519  -0.037
N2 3.84825 -1.16151 1.68268  -0.141
C14 3.74594 -1.73398 3.03246  -0.012
C15 4.97595 -1.66698 0.87716  -0.008
C16 3.54235 0.13221 -1.08727  -0.043
C17 3.95585 0.87456 -2.18432  0.004
H14 5.13033 3.32706 -4.96620  0.102
H15 5.42440 1.61422 -4.48552  0.099
H16 3.74156 2.22073 -4.64878  0.098
H17 4.91083 3.73045 -0.61456  0.131
H18 4.16046 2.42175 1.38494  0.127
H19 2.78025 0.45404 2.30436  0.142
H20 4.29306 -2.68234 3.04701  0.093
H21 4.18154 -1.07857 3.81701  0.115
H22 2.68735 -1.89872 3.25278  0.077
H23 5.47185 -2.44119 1.47520  0.091
H24 4.60877 -2.14377 -0.04174  0.093
H25 5.74985 -0.92560 0.62202  0.115
H26 3.26601 -0.91560 -1.24537  0.121
H27 3.88322 0.45742 -3.19179  0.113

F_max (eV/Å): 2.9
HOMO energy (eV): -11.679
Energy (eV): -23087.3179
Total charge: +1

---

The following is a quantum chemistry calculation of C17H27N3O4S in the gas phase at a distorted geometry, from the Open Molecules 2025 dataset.

Last column: Löwdin charge in e.
CARTESIAN COORDINATES (ANGSTROEM)
C1 3.89476 1.90424 -5.28230  -0.062
C2 2.38208 1.78903 -5.12252  -0.244
H1 1.88150 2.41049 -5.87018  0.123
H2 2.05044 0.75256 -5.25947  0.115
O1 1.92539 2.30213 -3.88491  -0.045
C3 2.11699 1.59943 -2.74168  -0.258
C4 2.61158 0.29810 -2.66467  -0.009
C5 2.73411 -0.31710 -1.42964  -0.061
C6 2.37482 0.35624 -0.28137  -0.297
C7 1.88784 1.65054 -0.33939  -0.054
C8 1.75596 2.26687 -1.56441  0.022
H3 1.37404 3.27161 -1.64649  0.124
H4 1.62029 2.15801 0.57250  0.121
S1 2.51831 -0.46201 1.30381  0.646
O2 3.10615 -1.75664 1.09997  -0.298
O3 3.12903 0.44001 2.23205  -0.282
N1 0.96092 -0.71536 1.84300  -0.119
H5 0.46236 0.16510 1.91222  0.087
C9 0.20245 -1.73831 1.17558  -0.213
C10 -0.57139 -1.24684 -0.06678  -0.055
C11 -1.48506 -0.10955 0.34646  -0.436
O4 -0.99331 0.94775 0.72311  0.036
N2 -2.82358 -0.28168 0.31230  -0.046
C12 -3.65483 0.78489 0.84175  -0.119
H6 -3.12261 1.72725 0.69942  0.121
C13 -3.92861 0.59191 2.34693  -0.164
N3 -4.49455 -0.67405 2.73968  -0.227
C14 -5.88624 -0.87545 2.42113  -0.088
H7 -6.10428 -0.96533 1.34705  0.077
H8 -6.46052 -0.03697 2.81510  0.087
H9 -6.22621 -1.78587 2.91423  0.090
C15 -3.64008 -1.82001 2.55272  -0.194
C16 -3.62271 -2.49264 1.16105  -0.140
H10 -2.77518 -3.17993 1.14700  0.101
C17 -3.52108 -1.50395 -0.01336  -0.152
H11 -4.52690 -1.21375 -0.32885  0.113
H12 -3.05291 -1.99011 -0.87231  0.114
H13 -4.52949 -3.08467 1.02924  0.105
H14 -2.62585 -1.50482 2.80990  0.110
H15 -3.94320 -2.58353 3.27881  0.120
H16 -2.97923 0.70730 2.87800  0.124
H17 -4.60313 1.38444 2.68066  0.121
H18 -4.59008 0.81376 0.27807  0.120
H19 -1.09296 -2.08846 -0.51324  0.102
H20 0.14229 -0.84504 -0.78883  0.112
H21 0.92281 -2.50753 0.88830  0.114
H22 -0.50113 -2.17064 1.89631  0.112
H23 3.11569 -1.32247 -1.34147  0.115
H24 2.90128 -0.24627 -3.54927  0.107
H25 4.41253 1.32047 -4.52532  0.068
H26 4.18729 1.54727 -6.26589  0.078
H27 4.19687 2.94322 -5.17908  0.081

SMILES: CCOc1ccc(S(=O)(=O)NCCC(=O)N2CCCN(C)CC2)cc1
F_max (eV/Å): 1.1
HOMO energy (eV): -8.451
Energy (eV): -41562.3948

---

Energy relative to the best compared isomer or geometry (same formula, charge and spin) per entry: 0.00 111.16 67.49 40.90 kcal per mole